Record 1
The following is a DFT calculation (ωB97M-V/def2-TZVPD) of 2 unconnected molecules or ions with the total composition C5H8N2O3 at a distorted geometry.

Frontier orbital gap (alpha / beta)   5.79 / 6.78 eV
HOMO (alpha / beta)   -5.3 / -9.4 eV
Net charge   0
LUMO energy (alpha / beta)   0.01680 / -0.09604 Eh
Relative energy (zero: lowest compared OMol25 entry of this formula, charge and spin)   0.596 eV
Multiplicity   3

Last column: Löwdin charge in e.
Atoms and positions in Å:
C: -0.312 1.441 -0.111  -0.32
C: 4.195 0.213 0.447  -0.45
C: -1.417 1.140 0.762  -0.30
C: 0.219 -1.081 -0.201  -0.28
C: -0.435 -1.679 -1.161  0.03
N: 0.663 0.671 -0.451  0.18
N: -2.673 0.771 0.059  0.01
O: 3.675 1.036 -0.171  0.19
O: 4.607 -0.687 1.007  0.22
O: 0.778 -1.645 0.912  0.02
H: -0.135 2.534 -0.299  0.12
H: -1.086 0.205 1.241  0.10
H: -1.596 1.930 1.384  0.08
H: -0.655 -2.683 -1.219  0.04
H: -0.771 -1.206 -2.034  0.05
H: -2.574 0.049 -0.682  0.06
H: -3.069 1.624 -0.441  0.09
H: 0.586 -2.631 0.960  0.15

=====

Record 2
The following is a DFT calculation (ωB97M-V/def2-TZVPD) of 4 unconnected molecules or ions with the total composition C10H20Cl4O5 at a distorted geometry.

Frontier orbital gap   10.58 eV
HOMO   -10.1 eV
SMILES   CCOC(=O)OC.CCOC(C)=O.ClCCl.ClCCl
Net charge   0
LUMO energy   0.01857 Eh
Relative energy (zero: lowest compared OMol25 entry of this formula, charge and spin)   0.529 eV

Last column: Löwdin charge in e.
Atoms and positions in Å:
C: 10.878 19.929 2.777  -0.06
C: 11.861 20.836 3.511  -0.24
O: 11.295 22.062 3.890  0.05
C: 10.858 22.200 5.128  -0.62
O: 10.941 21.368 5.994  0.12
O: 10.311 23.387 5.263  0.01
C: 9.784 23.735 6.546  -0.01
H: 9.935 19.785 3.308  0.08
H: 11.283 18.956 2.523  0.08
H: 10.587 20.495 1.884  0.08
H: 12.742 21.024 2.895  0.12
H: 12.295 20.284 4.351  0.12
H: 10.507 24.407 6.997  0.08
H: 9.648 22.855 7.170  0.09
H: 8.821 24.192 6.347  0.10
C: 9.778 34.837 12.949  -0.07
C: 10.502 33.611 13.468  -0.23
O: 10.315 32.499 12.613  -0.01
C: 11.261 32.208 11.714  -0.53
C: 10.871 31.092 10.751  0.01
O: 12.335 32.759 11.668  0.09
H: 8.701 34.817 13.124  0.07
H: 9.858 35.028 11.873  0.08
H: 10.189 35.750 13.388  0.08
H: 11.550 33.804 13.682  0.12
H: 10.010 33.387 14.417  0.12
H: 11.644 30.338 10.711  0.04
H: 10.722 31.585 9.791  0.09
H: 9.909 30.727 11.109  0.07
Cl: 9.772 27.935 9.426  0.51
C: 11.312 27.502 8.660  -1.04
Cl: 12.683 27.819 9.693  0.55
H: 11.229 26.455 8.386  0.01
H: 11.445 28.069 7.746  -0.04
Cl: 10.970 28.462 5.113  0.51
C: 9.725 29.731 5.008  -1.02
Cl: 9.931 30.890 6.290  0.53
H: 9.837 30.156 4.018  0.03
H: 8.745 29.290 5.147  0.03

=====

Question: The lowest relative energy (zero: lowest compared OMol25 entry of this formula, charge and spin) belongs to which entry?
Answer: C10H20Cl4O5